64
Properties=species:S:1:pos:R:3:forces:R:3:mulliken_charge:R:1 method="wB97M-V/def2-TZVPD" e_homo_ev="-10.18 / -10.74" total_charge=+1 gap_ha="0.2700 / 0.2254" spin_multiplicity=4
C -2.106 0.097 -0.459 -1.4 0.6 -0.3 -0.77
C -1.335 0.379 -1.636 -0.6 0.1 -0.3 -0.25
C -1.294 -0.819 -2.432 -1.5 0.2 -0.8 -0.40
H -0.873 1.329 -1.891 -0.2 -0.3 0.1 0.60
C -2.041 -1.832 -1.739 -0.4 0.4 -0.6 -0.28
C -2.510 -1.274 -0.507 -0.9 0.2 -0.4 -0.85
H -2.199 -2.853 -2.072 0.2 0.2 0.2 0.52
C 1.577 2.747 1.571 1.3 -0.8 -0.3 -0.70
C 0.808 2.892 0.377 0.7 -0.7 -2.7 -0.66
C 1.522 2.254 -0.678 -2.5 1.3 1.4 -0.94
H -0.131 3.432 0.264 0.4 0.0 0.1 0.53
C 2.638 1.558 -0.097 0.9 0.2 2.0 0.16
C 2.720 1.941 1.269 0.2 -0.1 -0.5 -0.69
H -0.793 -0.922 -3.392 0.0 -0.1 0.3 0.37
H -3.042 -1.830 0.259 0.0 0.2 -0.2 0.54
H -2.401 0.827 0.294 0.3 -0.4 -0.2 0.83
H 3.578 1.731 1.927 -0.9 -0.1 -0.3 0.43
H 1.257 2.260 -1.738 0.0 0.0 0.4 0.61
H 1.351 3.180 2.534 0.0 0.0 0.0 0.50
Tc -0.399 -1.160 -0.543 0.9 2.0 2.6 -0.08
C 3.361 0.399 -0.756 0.0 -0.4 -0.3 2.80
C 4.553 -0.071 0.097 -0.1 -0.2 0.0 -1.94
C 3.805 0.768 -2.165 0.2 0.3 -0.5 -1.62
H 5.274 0.751 0.222 -0.2 -0.3 -0.1 0.47
H 5.079 -0.925 -0.360 -0.2 0.3 0.0 0.34
H 4.229 -0.392 1.095 0.0 0.1 -0.2 0.41
H 4.491 1.629 -2.133 -0.2 -0.3 0.0 0.48
H 2.957 1.061 -2.797 0.1 -0.1 0.1 0.26
H 4.329 -0.055 -2.676 -0.2 0.2 0.2 0.32
C 2.196 -0.670 -0.784 0.1 0.6 0.5 -0.94
C 2.030 -2.038 -1.391 -1.5 -1.5 0.1 0.82
H 1.288 -0.096 -1.214 1.0 -0.5 0.5 0.42
H 2.042 -0.848 0.297 -0.3 0.0 -0.4 -0.02
O 0.780 -2.447 -1.323 4.7 -1.5 -1.1 -0.76
N 2.879 -2.895 -1.931 -0.1 0.3 0.6 0.04
C 2.309 -4.039 -2.678 0.3 -0.4 -0.1 -1.05
H 3.879 -2.761 -1.859 -0.2 0.2 -0.2 0.26
C 1.542 -3.466 -3.842 -0.2 0.0 -0.6 0.57
C 0.253 -3.868 -4.202 0.3 0.3 0.1 -0.40
H -0.197 -4.724 -3.691 0.0 0.3 -0.2 0.44
C -0.439 -3.152 -5.186 0.2 -0.1 0.0 -0.55
H -1.450 -3.457 -5.459 0.3 0.1 0.0 0.39
C 0.155 -2.045 -5.807 0.1 -0.2 0.2 -0.50
H -0.390 -1.487 -6.566 0.1 -0.1 0.2 0.42
C 1.469 -1.685 -5.482 0.0 -0.3 0.0 -0.65
H 1.958 -0.832 -5.952 -0.2 -0.3 0.0 0.43
C 2.171 -2.435 -4.542 -0.3 0.2 0.0 -0.13
H 3.208 -2.197 -4.297 -0.3 0.1 -0.2 0.41
H 1.671 -4.633 -2.020 0.1 0.1 -0.1 0.36
H 3.130 -4.671 -3.038 -0.1 0.2 0.3 0.41
Cl -0.775 -3.220 3.598 0.0 -0.4 0.0 -0.23
C -1.565 -1.690 3.519 -0.4 1.2 -0.4 0.47
C -2.523 -1.384 4.477 -0.2 0.3 -0.1 -0.43
C -3.147 -0.130 4.457 0.1 -0.3 0.0 -0.54
C -2.746 0.843 3.544 0.2 0.1 0.0 -0.76
C -1.723 0.568 2.643 -0.1 -0.8 -0.1 -0.25
C -1.200 -0.737 2.534 0.5 0.0 0.7 0.42
C -0.132 -1.057 1.540 -0.1 -0.3 0.4 -1.15
H -2.767 -2.127 5.231 -0.1 0.2 -0.1 0.43
H -3.938 0.086 5.170 0.2 0.0 -0.1 0.37
H -3.205 1.833 3.522 0.1 -0.3 0.2 0.40
H -1.321 1.346 1.986 -0.2 -0.3 0.2 0.45
H 0.761 -0.447 1.767 -0.2 -0.2 -0.2 0.39
H 0.108 -2.137 1.598 0.3 0.3 0.3 0.45

=====

67
Properties=species:S:1:pos:R:3:forces:R:3:mulliken_charge:R:1 method="wB97M-V/def2-TZVPD" e_homo_ev="-1.22 / -4.07" total_charge=-1 de_lowest_kcal_mol=13.7 gap_ha="0.1462 / 0.2511" spin_multiplicity=2
Hg -0.139 -0.208 -0.102 -1.4 -1.0 0.7 2.85
C -1.044 3.453 0.484 -0.1 0.1 0.0 -0.41
C -2.364 3.203 -0.257 0.2 -0.2 -0.1 -0.70
C -2.555 1.746 -0.720 -0.2 0.1 0.0 -1.15
N -1.348 1.176 -1.274 -0.2 0.8 -1.3 -0.48
C -0.887 1.498 -2.470 -0.2 -0.2 1.2 0.81
C -1.626 2.184 -3.447 -0.4 0.3 -0.5 -0.43
C -1.233 2.752 -4.647 0.1 0.1 0.3 -0.55
C 0.043 3.002 -5.118 0.0 0.3 -0.5 -0.41
C 1.235 2.578 -4.545 -0.1 -0.3 0.1 -0.55
C 1.412 1.642 -3.549 0.5 0.5 -0.4 -0.59
C 0.460 0.934 -2.778 0.0 -1.4 0.5 0.65
N 0.706 -0.217 -2.190 0.1 0.8 -1.6 -0.49
C 1.856 -1.000 -2.566 0.3 0.1 -0.1 -1.42
C 2.994 -0.944 -1.538 -0.3 -0.1 0.0 -0.19
C 2.610 -1.618 -0.210 0.3 0.0 0.0 -1.42
N 1.814 -0.761 0.634 1.4 0.2 1.0 -0.54
C 2.334 -0.063 1.626 -0.6 -0.8 -0.8 0.94
C 3.721 0.044 1.848 0.7 0.1 0.0 -0.86
C 4.446 0.444 2.955 -0.3 -0.1 0.1 -0.68
C 3.991 0.749 4.228 0.5 0.1 0.2 -0.48
C 2.667 0.862 4.616 -0.2 0.1 -0.4 -0.56
C 1.528 0.871 3.834 0.1 0.1 0.9 -0.61
C 1.329 0.672 2.452 -1.1 0.5 -0.9 0.85
N 0.218 0.980 1.807 0.9 0.3 1.1 -0.02
C -0.889 1.690 2.410 -0.1 0.1 0.3 -0.94
C -1.009 3.165 1.985 0.2 -0.2 -0.2 -1.03
H -0.793 4.509 0.353 0.1 0.0 0.0 0.42
H -0.264 2.865 -0.004 0.1 0.2 0.0 0.04
H -2.370 3.841 -1.148 -0.1 0.0 0.1 0.35
H -3.218 3.488 0.365 0.0 0.1 0.0 0.46
H -3.398 1.708 -1.427 0.1 -0.1 0.1 0.47
H -2.828 1.125 0.140 -0.1 0.0 -0.2 0.33
H -2.688 2.253 -3.244 0.0 0.0 0.1 0.23
H -2.036 3.153 -5.258 -0.1 0.0 0.0 0.31
H 0.123 3.598 -6.020 0.0 0.0 0.0 0.30
H 2.146 2.977 -4.985 0.0 -0.1 0.0 0.33
H 2.446 1.412 -3.312 -0.1 -0.1 0.0 0.28
H 2.233 -0.705 -3.559 0.0 -0.1 0.1 0.55
H 1.520 -2.046 -2.640 0.1 0.2 0.0 0.44
H 3.258 0.098 -1.344 0.1 0.0 0.0 0.32
H 3.863 -1.448 -1.968 0.1 0.0 0.0 0.36
H 3.515 -1.974 0.298 -0.1 0.0 0.1 0.53
H 1.994 -2.499 -0.437 0.1 0.0 0.0 0.40
H 4.336 -0.249 1.005 -0.1 0.0 0.0 0.26
H 5.525 0.451 2.829 0.0 0.0 -0.1 0.31
H 4.741 0.919 4.992 0.0 0.0 0.0 0.30
H 2.506 1.050 5.674 -0.1 0.0 0.0 0.33
H 0.628 1.078 4.398 0.0 0.0 -0.1 0.14
H -0.845 1.698 3.507 -0.1 -0.1 -0.1 0.49
H -1.805 1.159 2.127 0.0 0.0 0.1 0.15
H -0.153 3.707 2.397 0.0 0.0 0.1 0.33
H -1.909 3.566 2.462 0.0 0.1 0.0 0.42
S -3.404 -3.740 -0.244 -0.1 -0.2 0.0 -0.41
C -2.463 -2.333 -0.684 -0.9 -0.3 -1.5 -0.73
N -1.654 -1.875 0.271 0.8 0.3 1.3 -0.10
C -1.751 -2.606 1.402 0.1 0.2 0.0 -0.87
C -1.052 -2.385 2.604 0.0 0.1 -0.2 -0.11
C -1.271 -3.229 3.670 0.0 -0.1 0.2 -0.80
C -2.162 -4.295 3.588 0.0 -0.2 0.3 -0.49
C -2.869 -4.532 2.408 0.1 0.2 0.0 -0.43
C -2.661 -3.691 1.343 -0.1 -0.1 -0.1 0.55
H -2.545 -1.899 -1.659 0.0 0.1 -0.2 0.46
H -0.353 -1.563 2.660 0.1 0.1 0.1 0.39
H -0.734 -3.057 4.594 0.0 0.0 0.1 0.38
H -2.308 -4.945 4.439 0.0 0.0 0.1 0.34
H -3.563 -5.356 2.337 -0.1 -0.1 0.0 0.36

=====

68
Properties=species:S:1:pos:R:3:forces:R:3:mulliken_charge:R:1 method="wB97M-V/def2-TZVPD" e_homo_ev="0.61 / 1.25" total_charge=-2 de_lowest_kcal_mol=6.9 gap_ha="0.1421 / 0.1190"
Tl -0.696 -0.171 -2.070 0.0 0.0 0.0 1.03
C 2.569 3.660 -3.108 0.0 0.0 0.0 -0.70
O 1.390 4.433 -2.961 0.0 0.1 0.0 -0.51
C 0.822 4.369 -1.697 0.0 -0.1 0.0 0.45
C 0.747 5.535 -0.972 0.0 0.0 0.0 -0.41
C 0.162 5.549 0.295 0.0 0.0 0.0 -0.78
C -0.334 4.363 0.798 0.0 0.0 0.0 -0.85
C -0.295 3.163 0.077 0.0 -0.1 0.0 0.71
C -0.888 2.007 0.750 0.0 0.0 -0.1 -0.50
N -1.243 0.908 0.204 0.1 0.0 0.0 -0.59
N -1.820 -0.048 1.040 0.0 0.1 0.0 1.82
C -1.193 -0.236 2.336 0.0 0.0 0.1 -0.70
O 0.068 -0.174 2.419 0.0 0.0 0.0 -0.92
C -2.065 -0.505 3.422 0.0 0.0 0.0 1.06
C -1.515 -0.807 4.704 0.0 0.0 0.0 -0.92
C -2.328 -1.078 5.783 0.0 0.0 0.0 -0.36
C -3.723 -1.079 5.662 0.0 0.0 0.0 -0.49
C -4.277 -0.801 4.402 0.0 0.0 0.0 -0.68
C -3.486 -0.523 3.312 0.0 0.0 0.0 -0.39
C 0.305 3.121 -1.219 0.0 0.1 0.0 0.20
O 0.427 2.060 -1.932 -0.1 -0.1 0.0 -0.96
H 2.989 3.914 -4.083 0.0 0.0 0.0 0.26
H 2.346 2.594 -3.060 0.0 0.0 0.0 0.18
H 3.297 3.912 -2.328 0.0 0.0 0.0 0.28
H 1.158 6.436 -1.416 0.0 0.0 0.0 0.39
H 0.107 6.464 0.871 0.0 0.0 0.0 0.34
H -0.784 4.344 1.785 0.0 0.0 0.0 0.40
H -1.072 2.135 1.818 0.0 0.0 0.0 0.27
H -0.437 -0.809 4.802 0.0 0.0 0.0 0.35
H -1.873 -1.298 6.745 0.0 0.0 0.0 0.33
H -4.356 -1.299 6.514 0.0 0.0 0.0 0.35
H -5.356 -0.808 4.279 0.0 0.0 0.0 0.35
H -3.941 -0.316 2.351 0.0 0.0 0.0 0.37
N 1.562 -0.177 -0.221 -0.1 0.1 0.1 0.11
C 2.955 -0.574 -0.086 -0.1 -0.1 0.0 -0.96
C 3.106 -2.052 0.270 0.0 0.0 0.0 -0.69
C 2.615 -3.015 -0.818 0.0 0.0 0.0 -0.62
C 1.124 -3.312 -0.715 0.0 -0.1 -0.1 0.64
N 0.580 -3.862 -1.960 0.0 -0.1 0.0 -0.69
H 1.493 0.779 -0.559 0.0 0.0 0.0 0.07
H 1.078 -0.201 0.686 0.1 0.0 0.0 -0.10
H 3.495 0.022 0.666 0.0 0.0 0.0 0.43
H 3.454 -0.397 -1.046 0.0 0.0 0.0 0.44
H 2.567 -2.249 1.204 0.0 0.0 0.0 0.28
H 4.166 -2.234 0.478 0.0 0.0 0.0 0.37
H 3.178 -3.955 -0.751 0.0 0.0 -0.1 0.35
H 2.815 -2.596 -1.809 0.0 0.0 0.0 0.25
H 0.595 -2.387 -0.510 0.0 0.0 0.0 -0.66
H 0.945 -3.968 0.150 0.0 0.1 0.0 0.24
H -0.436 -3.815 -1.927 0.0 0.0 0.0 0.22
H 0.819 -4.843 -2.055 0.0 0.0 0.0 0.23
C -5.175 -0.920 -2.738 0.0 0.0 0.0 -0.39
C -4.827 0.212 -2.024 0.0 0.0 0.0 -1.14
C -3.867 0.132 -1.002 0.0 0.1 0.0 -0.14
C -3.253 -1.092 -0.666 0.0 0.0 0.0 0.65
C -2.237 -1.215 0.333 0.0 -0.2 0.0 -0.41
C -1.763 -2.485 0.714 0.0 0.1 0.0 -0.25
C -2.170 -3.616 0.040 -0.1 0.0 0.0 -1.08
C -3.052 -3.516 -1.049 0.0 0.0 0.1 -1.16
C -3.627 -2.277 -1.399 0.0 0.0 0.0 1.38
C -4.586 -2.149 -2.434 0.0 0.0 0.0 -1.15
H -5.906 -0.855 -3.539 0.0 0.0 0.0 0.35
H -5.283 1.169 -2.255 0.0 0.0 0.0 0.35
H -3.608 1.020 -0.442 0.0 0.0 0.0 0.35
H -1.054 -2.556 1.529 0.0 0.0 0.0 0.50
H -1.780 -4.584 0.337 0.0 0.0 0.0 0.27
H -3.367 -4.406 -1.586 0.0 0.0 0.0 0.26
H -4.868 -3.041 -2.985 0.0 0.0 0.0 0.30

=====

65
Properties=species:S:1:pos:R:3:forces:R:3:mulliken_charge:R:1 method="wB97M-V/def2-TZVPD" e_homo_ev=-6.39 total_charge=0 de_lowest_kcal_mol=19.6 gap_ha=0.1424
C -2.844 2.461 4.777 0.0 0.1 0.3 -1.26
C -3.045 2.168 3.315 0.3 -0.1 0.1 -0.17
O -2.291 0.976 3.054 -0.8 1.1 -0.1 -0.19
C -2.320 0.579 1.755 0.4 -0.2 -0.5 0.64
C -1.594 -0.680 1.714 -0.1 0.5 -1.5 1.03
C -0.760 -1.030 2.859 0.5 -0.7 0.5 -1.55
C -1.814 -1.615 0.639 0.8 0.2 0.6 0.17
O -1.218 -2.688 0.509 -0.4 0.3 -0.1 -0.76
O -2.741 -1.178 -0.224 -0.1 -1.1 -0.7 -0.22
C -3.077 -2.129 -1.259 0.0 0.4 0.0 0.13
C -4.097 -1.405 -2.097 -0.2 0.1 -0.3 -1.31
O -2.823 1.240 0.856 0.2 -0.3 0.9 -0.69
H -3.350 3.392 5.030 0.0 0.1 0.1 0.41
H -3.259 1.658 5.398 0.1 0.1 -0.1 0.31
H -1.782 2.561 5.025 -0.1 0.0 -0.1 0.29
H -4.104 1.983 3.090 0.2 0.1 -0.1 0.30
H -2.674 2.981 2.675 -0.2 -0.2 0.1 0.26
H -0.234 -1.959 2.612 0.0 0.1 0.3 0.34
H -0.022 -0.234 3.053 -0.1 -0.2 0.2 0.22
H -1.377 -1.164 3.763 0.4 0.0 -0.1 0.38
H -2.183 -2.385 -1.852 -0.2 0.0 0.3 -0.02
H -3.487 -3.048 -0.816 0.2 0.3 0.0 0.31
H -4.421 -2.037 -2.924 0.0 0.0 0.0 0.43
H -4.974 -1.132 -1.502 0.1 0.0 -0.1 0.33
H -3.659 -0.486 -2.505 -0.1 -0.2 0.1 0.29
C 0.239 -3.276 -5.069 0.2 0.2 0.1 -0.89
N 1.380 -2.630 -4.447 0.1 -0.9 -0.2 0.22
C 2.567 -2.506 -5.273 -0.3 0.3 0.2 -1.01
C 1.213 -1.814 -3.327 -0.2 0.5 0.4 -0.07
C 1.004 -2.398 -2.061 0.3 0.1 -0.6 -0.83
C 1.081 -1.621 -0.923 -0.1 0.1 0.2 -0.51
C 1.144 -0.214 -1.007 0.1 -0.1 -0.3 0.50
C 1.292 0.602 0.177 -0.7 -0.5 -0.2 1.34
C 0.834 1.964 0.327 0.6 0.9 0.9 -0.30
C 1.480 2.542 1.485 -0.9 0.5 -1.1 -0.22
C 1.346 3.892 1.777 0.0 -0.6 0.0 -0.26
C 0.553 4.678 0.931 -0.3 -0.1 -0.4 -0.72
C -0.124 4.112 -0.161 0.1 0.1 0.3 -1.04
C -0.012 2.747 -0.452 0.0 -0.1 0.0 0.17
C 2.301 1.511 2.092 0.5 -1.4 -0.1 -0.09
C 2.168 0.309 1.293 0.3 0.9 0.8 0.56
C 2.956 -0.804 1.577 0.0 0.2 0.1 -0.05
C 3.844 -0.740 2.658 -0.1 0.2 0.1 -1.00
C 3.966 0.429 3.427 -0.1 -0.4 -0.1 -0.68
C 3.196 1.568 3.149 -0.3 -0.2 -0.3 -0.45
C 1.161 0.376 -2.297 0.1 0.0 0.3 -0.90
C 1.275 -0.405 -3.431 0.0 -0.4 0.1 -0.52
H -0.568 -3.398 -4.335 0.2 0.0 -0.2 0.25
H -0.133 -2.683 -5.925 -0.1 -0.1 0.2 0.27
H 0.543 -4.260 -5.450 -0.2 0.1 0.1 0.31
H 3.419 -2.234 -4.638 -0.2 -0.1 -0.3 0.29
H 2.767 -3.475 -5.750 0.0 0.2 0.1 0.33
H 2.438 -1.748 -6.060 0.2 -0.1 -0.1 0.33
H 0.873 -3.479 -2.004 0.1 0.3 0.1 0.46
H 1.073 -2.110 0.045 -0.3 0.1 -0.2 0.20
H 1.862 4.311 2.644 -0.2 0.0 -0.3 0.43
H 0.450 5.748 1.125 0.0 -0.3 -0.1 0.40
H -0.745 4.746 -0.798 0.2 -0.2 0.3 0.40
H -0.571 2.287 -1.266 0.1 0.3 0.2 0.67
H 2.890 -1.689 0.948 0.1 0.2 0.3 0.49
H 4.460 -1.610 2.888 -0.2 0.3 0.0 0.42
H 4.683 0.446 4.249 -0.2 0.0 -0.2 0.39
H 3.287 2.485 3.731 0.1 -0.3 -0.1 0.44
H 1.167 1.458 -2.377 0.1 -0.1 -0.1 0.63
H 1.392 0.053 -4.417 0.0 -0.1 0.3 0.38